Molecular formula: C24H24As2ClNO6Re
Method: DFT, ωB97M-V with the def2-TZVPD basis set

The total charge is +2. As for the spin multiplicity: 4. The value obtained for the LUMO energy (spin up / spin down) is -0.245 / -0.278 hartree.

CARTESIAN COORDINATES (ANGSTROEM)
Re  -4.229  -15.894  -2.902
O  -1.510  -13.849  -6.187
C  -2.203  -14.313  -5.160
O  -3.382  -14.236  -4.951
C  -1.338  -15.104  -4.257
C  0.008  -15.165  -4.348
C  0.726  -15.933  -3.406
C  0.083  -16.508  -2.337
C  -1.320  -16.302  -2.315
N  -2.018  -15.747  -3.312
C  -2.143  -16.927  -1.204
O  -1.601  -17.501  -0.257
O  -3.434  -16.800  -1.347
H  -2.156  -13.396  -6.805
H  0.419  -14.604  -5.145
H  1.803  -15.949  -3.486
H  0.546  -16.976  -1.511
C  -2.722  -19.063  -4.592
As  -4.334  -18.225  -3.972
C  -4.865  -19.439  -2.624
C  -5.445  -18.236  -5.490
C  -5.501  -19.484  -6.199
C  -6.348  -19.548  -7.256
C  -7.156  -18.462  -7.657
C  -7.093  -17.270  -7.016
C  -6.242  -17.179  -5.876
As  -6.085  -15.474  -4.934
C  -7.876  -14.960  -4.498
C  -5.861  -14.271  -6.412
H  -2.939  -20.106  -4.888
H  -2.005  -19.067  -3.817
H  -2.237  -18.607  -5.421
H  -4.593  -20.449  -3.029
H  -5.907  -19.469  -2.554
H  -4.359  -19.141  -1.720
H  -4.981  -20.386  -5.765
H  -6.369  -20.394  -7.874
H  -7.789  -18.385  -8.487
H  -7.658  -16.421  -7.286
H  -7.855  -13.902  -4.646
H  -8.300  -15.311  -3.522
H  -8.498  -15.310  -5.320
H  -6.743  -14.164  -7.068
H  -5.165  -14.834  -7.117
H  -5.564  -13.219  -6.249
Cl  -6.777  -12.089  2.859
C  -6.058  -12.810  1.416
C  -4.952  -12.167  0.862
C  -4.423  -12.548  -0.335
C  -4.931  -13.677  -0.998
O  -4.245  -14.075  -2.103
C  -6.012  -14.407  -0.425
C  -6.490  -15.620  -0.912
O  -5.984  -16.196  -1.976
C  -6.492  -14.003  0.881
H  -4.429  -11.388  1.519
H  -3.568  -12.105  -0.832
H  -7.283  -16.167  -0.489
H  -7.294  -14.628  1.284

Cartesian forces (eV/Å) of the 6 atoms listed first:
Re -0.421 0.910 -0.944
O -1.725 0.936 -0.866
C 1.146 -0.817 -0.253
O -0.527 0.548 -0.359
C -0.773 0.051 -0.112
C 0.425 -0.740 0.783

Atom charges from the natural (NBO) analysis, given in e for atoms 1 to 4: Re 1.518; O -0.629; C 0.803; O -0.589


Molecular formula: C24H24As2CsF6N6O7S2
Method: DFT, ωB97M-V with the def2-TZVPD basis set

The total charge is -2. As for the spin multiplicity: 2. The value obtained for the energy above the lowest of the compared OMol25 structures with the same formula, charge and spin is 1.0383 eV. The value obtained for the LUMO energy (spin up / spin down) is 0.135 / 0.094 hartree.

CARTESIAN COORDINATES (ANGSTROEM)
Cs  1.321  -0.752  1.172
N  3.834  0.462  -2.686
C  3.149  0.904  -1.606
N  2.079  1.630  -1.651
C  1.569  1.992  -2.891
N  0.476  2.662  -3.018
N  -0.245  2.802  -1.856
C  -0.610  3.962  -1.508
C  -1.438  4.127  -0.294
C  -1.706  3.039  0.536
C  -2.485  3.224  1.661
C  -2.962  4.505  1.918
C  -2.640  5.526  1.039
N  -1.893  5.360  -0.053
C  2.279  1.567  -4.111
C  1.842  1.890  -5.396
C  2.499  1.401  -6.507
C  3.605  0.564  -6.345
C  4.056  0.235  -5.085
C  3.399  0.747  -3.963
H  4.523  -0.264  -2.530
H  3.566  0.623  -0.633
H  -0.336  4.864  -2.059
H  -1.314  2.064  0.291
H  -2.698  2.384  2.315
H  -3.569  4.711  2.790
H  -2.997  6.536  1.218
H  0.972  2.527  -5.489
H  2.154  1.658  -7.501
H  4.114  0.163  -7.213
H  4.903  -0.426  -4.947
O  -2.693  0.108  0.527
S  -2.508  -1.298  0.317
O  -3.223  -1.758  -0.932
O  -1.133  -1.785  0.235
C  -3.303  -2.197  1.642
C  -4.153  -3.227  1.252
C  -4.803  -4.005  2.195
C  -4.598  -3.756  3.542
C  -3.749  -2.733  3.932
C  -3.093  -1.933  3.001
S  -2.070  -0.606  3.714
O  -2.938  0.557  3.686
O  -1.765  -1.091  5.048
O  -0.909  -0.521  2.837
H  -4.299  -3.404  0.197
H  -5.463  -4.803  1.875
H  -5.093  -4.361  4.292
H  -3.560  -2.530  4.977
O  5.974  1.658  2.284
C  5.055  1.030  1.804
N  4.155  0.416  1.334
F  2.522  -1.925  -1.378
As  3.676  -3.214  -1.654
F  3.382  -3.045  -3.366
F  4.958  -2.032  -1.798
F  4.811  -4.483  -1.956
F  3.940  -3.328  0.047
F  2.375  -4.364  -1.558
C  -2.966  -1.982  -3.865
As  -1.563  -2.039  -2.531
C  -0.094  -2.977  -3.431
C  -0.948  -0.223  -2.446
H  -2.547  -1.595  -4.795
H  -3.746  -1.320  -3.496
H  -3.376  -2.976  -4.032
H  0.219  -2.358  -4.275
H  -0.436  -3.950  -3.776
H  0.736  -3.100  -2.741
H  -0.836  0.159  -3.462
H  0.014  -0.187  -1.940
H  -1.659  0.388  -1.896

Cartesian forces (eV/Å) of the 6 atoms listed first:
Cs 0.681 0.253 0.073
N 0.015 -0.046 0.013
C -0.045 0.004 0.008
N -0.021 -0.028 -0.013
C -0.020 -0.016 0.047
N -0.003 0.064 -0.051

Atom charges from the Mulliken analysis, given in e for atoms 1 to 4: Cs 1.265; N 0.095; C -0.484; N -0.382


Molecular formula: C24H24AsCl5F6N3O4S3V
Method: DFT, ωB97M-V with the def2-TZVPD basis set

The total charge is -1. As for the spin multiplicity: 4. The value obtained for the energy above the lowest of the compared OMol25 structures with the same formula, charge and spin is 1.4449 eV. The value obtained for the LUMO energy (spin up / spin down) is 0.082 / 0.082 hartree.

CARTESIAN COORDINATES (ANGSTROEM)
V  0.277  0.174  0.604
F  -2.719  -2.672  1.725
C  -2.164  -2.790  2.928
F  -2.979  -2.235  3.822
F  -2.021  -4.078  3.208
S  -0.553  -1.951  3.010
O  -0.837  -0.589  2.531
O  -0.165  -2.135  4.370
N  0.342  -2.793  2.007
S  0.489  -2.439  0.453
O  -0.676  -1.731  -0.119
O  1.796  -1.998  0.037
C  0.309  -4.127  -0.201
F  -0.903  -4.603  0.069
F  1.216  -4.929  0.337
F  0.473  -4.082  -1.513
Cl  2.237  -0.356  2.681
C  1.975  1.373  2.575
C  1.064  1.797  1.607
C  1.015  3.189  1.539
Cl  -0.030  3.980  0.352
C  1.761  4.055  2.348
Cl  1.633  5.784  2.177
C  2.621  3.545  3.312
Cl  3.541  4.600  4.335
C  2.732  2.173  3.426
Cl  3.795  1.472  4.605
C  1.572  0.839  -0.938
H  1.466  0.201  -1.832
H  2.601  0.669  -0.575
H  1.527  1.887  -1.275
C  -0.498  4.764  -3.268
C  0.345  3.585  -3.633
C  1.618  3.654  -4.082
C  2.258  2.430  -4.406
N  1.648  1.275  -4.414
C  0.337  1.198  -4.005
S  -0.582  -0.189  -4.050
N  -0.221  2.367  -3.541
C  3.715  2.429  -4.761
H  0.003  5.686  -3.554
H  -0.682  4.793  -2.194
H  -1.462  4.710  -3.776
H  2.120  4.605  -4.183
H  -1.133  2.259  -3.120
H  3.990  3.317  -5.333
H  3.960  1.529  -5.319
H  4.299  2.432  -3.836
C  -2.794  2.634  -0.721
As  -2.043  0.991  -0.039
C  -3.204  1.046  1.545
C  -3.082  -0.283  -1.151
C  -4.562  -0.058  -1.218
C  -5.133  0.727  -2.220
C  -6.502  0.961  -2.259
C  -7.334  0.403  -1.295
C  -6.782  -0.400  -0.303
C  -5.411  -0.626  -0.268
H  -3.871  2.492  -0.793
H  -2.411  2.918  -1.704
H  -2.573  3.428  -0.015
H  -4.207  1.358  1.262
H  -2.768  1.765  2.238
H  -3.243  0.079  2.040
H  -2.863  -1.256  -0.721
H  -2.620  -0.240  -2.135
H  -4.489  1.149  -2.986
H  -6.921  1.576  -3.048
H  -8.402  0.582  -1.323
H  -7.420  -0.856  0.444
H  -4.987  -1.261  0.503

Cartesian forces (eV/Å) of the 6 atoms listed first:
V -0.057 0.655 -0.178
F -0.119 -0.023 -0.208
C -0.139 0.061 -0.025
F -0.255 0.017 0.167
F -0.088 -0.259 0.077
S 0.345 0.878 -0.705

Atom charges from the Mulliken analysis, given in e for atoms 1 to 4: V 0.474; F -0.144; C 0.540; F -0.226


Molecular formula: C24H24AsN3O9PtS
Method: DFT, ωB97M-V with the def2-TZVPD basis set

As for the spin multiplicity: 1. The value obtained for the energy above the lowest of the compared OMol25 structures with the same formula, charge and spin is 0.9917 eV. The value obtained for the LUMO energy is -0.039 hartree.

CARTESIAN COORDINATES (ANGSTROEM)
Pt  0.170  -0.059  0.366
O  -0.936  -3.164  -1.838
C  -0.534  -2.025  -1.717
O  0.312  -1.717  -0.752
C  -0.923  -0.979  -2.724
C  -1.529  -1.441  -3.872
C  -1.859  -0.567  -4.894
C  -1.596  0.781  -4.780
C  -0.993  1.260  -3.638
C  -0.630  0.405  -2.551
O  -0.060  0.863  -1.506
N  -0.750  2.711  -3.606
O  -1.246  3.377  -4.501
O  -0.074  3.180  -2.718
N  -2.475  -1.076  -6.116
O  -2.663  -2.275  -6.200
O  -2.768  -0.275  -6.983
H  -1.738  -2.497  -3.962
H  -1.852  1.462  -5.577
C  0.958  0.109  5.301
O  -0.381  0.332  4.883
C  -1.014  -0.673  4.241
C  -0.519  -1.965  4.112
C  -1.259  -2.937  3.456
C  -2.508  -2.641  2.931
C  -3.007  -1.357  3.068
C  -2.265  -0.375  3.702
N  -2.862  0.906  3.871
C  -2.380  2.134  3.870
C  -1.182  2.673  3.420
C  -0.905  4.022  3.809
C  0.224  4.658  3.412
C  1.139  3.967  2.571
C  0.891  2.699  2.138
C  -0.302  2.014  2.509
O  -0.631  0.871  2.037
H  1.308  1.060  5.693
H  1.583  -0.192  4.457
H  1.004  -0.649  6.086
H  0.456  -2.211  4.507
H  -0.850  -3.934  3.359
H  -3.083  -3.393  2.411
H  -3.977  -1.100  2.659
H  -3.852  0.854  4.063
H  -3.086  2.848  4.286
H  -1.620  4.526  4.448
H  0.425  5.676  3.714
H  2.045  4.469  2.255
H  1.565  2.182  1.466
C  3.121  -1.874  -1.538
As  2.651  -2.488  0.220
C  1.697  -4.154  0.245
C  4.372  -3.006  0.924
S  2.055  -0.945  1.581
H  3.270  -2.737  -2.187
H  4.046  -1.310  -1.441
H  2.330  -1.241  -1.926
H  1.975  -4.714  -0.647
H  0.631  -3.962  0.229
H  2.001  -4.694  1.140
H  4.772  -3.838  0.346
H  4.268  -3.299  1.967
H  5.050  -2.157  0.860

Cartesian forces (eV/Å) of the 6 atoms listed first:
Pt 0.751 -1.848 0.122
O 0.143 -0.198 0.001
C -0.119 0.133 -0.081
O 0.379 0.274 -0.229
C -0.071 -0.125 0.035
C -0.064 -0.141 0.047

Atom charges from the natural (NBO) analysis, given in e for atoms 1 to 4: Pt 0.972; O -0.627; C 0.794; O -0.795


DFT total energy for every record listed, in sequence, given in Eh: -6444.6411 -7671.7353 -8668.7189 -4523.4432.